[1]
{"formula": "C27H40N2O9", "method": "ωB97M-V/def2-TZVPD", "species": ["O", "N", "O", "C", "C", "C", "C", "C", "C", "H", "H", "H", "H", "H", "O", "N", "O", "C", "C", "C", "C", "C", "C", "H", "H", "H", "H", "H", "C", "C", "C", "O", "H", "H", "H", "H", "H", "H", "C", "C", "C", "O", "H", "H", "H", "H", "H", "H", "C", "C", "C", "O", "H", "H", "H", "H", "H", "H", "C", "C", "C", "O", "H", "H", "H", "H", "H", "H", "C", "C", "C", "O", "H", "H", "H", "H", "H", "H"], "xyz": [[0.380, 2.311, 40.910], [1.435, 1.756, 41.266], [1.472, 0.652, 41.774], [2.705, 2.489, 41.213], [2.704, 3.794, 40.680], [3.848, 4.579, 40.686], [5.032, 3.978, 41.120], [5.042, 2.653, 41.650], [3.840, 1.921, 41.752], [1.820, 4.187, 40.199], [3.818, 5.573, 40.264], [5.936, 4.568, 41.081], [5.972, 2.270, 42.045], [3.861, 0.928, 42.175], [0.144, 6.856, 40.305], [-0.425, 5.870, 39.901], [0.001, 5.102, 39.119], [-1.907, 5.750, 40.232], [-2.448, 6.659, 41.148], [-3.781, 6.535, 41.494], [-4.570, 5.620, 40.864], [-4.018, 4.664, 40.006], [-2.703, 4.757, 39.616], [-1.912, 7.480, 41.600], [-4.173, 7.233, 42.219], [-5.585, 5.509, 41.218], [-4.706, 4.028, 39.468], [-2.306, 4.079, 38.875], [5.419, 1.459, 45.773], [5.007, 0.104, 45.281], [4.833, -0.983, 46.354], [4.837, -0.188, 44.096], [5.036, 2.181, 45.052], [6.506, 1.533, 45.767], [4.984, 1.809, 46.709], [4.050, -0.575, 46.993], [5.742, -1.069, 46.949], [4.523, -1.979, 46.036], [9.212, 4.801, 43.211], [8.045, 4.025, 43.857], [7.027, 4.858, 44.579], [8.052, 2.799, 43.904], [8.905, 5.813, 42.949], [9.514, 4.367, 42.258], [10.114, 4.941, 43.806], [6.752, 4.383, 45.521], [6.210, 5.014, 43.874], [7.438, 5.854, 44.746], [-1.353, 4.011, 43.661], [-2.319, 2.873, 43.850], [-3.720, 3.074, 43.372], [-1.998, 1.803, 44.268], [-1.874, 4.874, 44.077], [-1.223, 4.110, 42.583], [-0.304, 3.917, 43.941], [-4.434, 2.528, 43.988], [-3.666, 2.687, 42.354], [-3.897, 4.138, 43.216], [6.035, 7.875, 38.654], [4.893, 8.674, 38.064], [3.495, 8.544, 38.658], [5.105, 9.440, 37.110], [6.392, 8.553, 39.429], [6.801, 7.723, 37.894], [5.609, 6.940, 39.018], [3.006, 7.674, 38.218], [2.879, 9.396, 38.368], [3.501, 8.379, 39.735], [-0.044, 1.479, 37.917], [0.355, 0.741, 36.682], [0.084, -0.796, 36.642], [0.739, 1.352, 35.683], [-1.020, 1.144, 38.268], [-0.138, 2.512, 37.584], [0.731, 1.390, 38.679], [-0.006, -1.159, 37.666], [0.812, -1.324, 36.026], [-0.921, -0.730, 36.224]], "lowdin_charge": [0.024, -0.329, 0.094, -0.137, 0.006, -0.062, -0.066, -0.031, 0.008, 0.083, 0.090, 0.093, 0.096, 0.099, 0.073, -0.365, 0.087, -0.103, -0.011, -0.092, -0.088, -0.073, 0.004, 0.120, 0.113, 0.112, 0.111, 0.115, -0.029, -0.454, -0.023, 0.046, 0.074, 0.084, 0.084, 0.078, 0.080, 0.080, -0.025, -0.468, -0.019, 0.043, 0.067, 0.079, 0.086, 0.085, 0.082, 0.078, -0.013, -0.528, -0.015, 0.082, 0.083, 0.064, 0.087, 0.094, 0.090, 0.058, -0.019, -0.469, -0.027, 0.031, 0.092, 0.087, 0.061, 0.085, 0.083, 0.075, -0.032, -0.474, -0.012, 0.038, 0.091, 0.079, 0.073, 0.071, 0.080, 0.084], "smiles": "O=[N+]([O-])c1ccccc1.O=[N+]([O-])c1ccccc1.CC(C)=O.CC(C)=O.CC(C)=O.CC(C)=O.CC(C)=O", "homo_lumo_gap_ev": 8.684, "homo_ha": -0.342, "charge": 0}

***

[2]
{"formula": "C27H23BrEuF6N3O6S2Te", "method": "ωB97M-V/def2-TZVPD", "species": ["Eu", "Br", "C", "C", "C", "C", "O", "C", "C", "N", "C", "C", "C", "C", "C", "C", "C", "C", "N", "C", "C", "H", "H", "H", "H", "H", "H", "H", "H", "H", "H", "F", "C", "F", "F", "S", "O", "O", "N", "S", "O", "O", "C", "F", "F", "F", "O", "H", "H", "C", "C", "C", "C", "C", "C", "Te", "C", "C", "C", "H", "H", "H", "H", "H", "H", "H", "H", "H", "H", "H"], "xyz": [[0.053, -0.476, -1.016], [-3.266, -7.458, 0.056], [-2.470, -5.822, -0.529], [-2.171, -5.548, -1.882], [-1.482, -4.395, -2.203], [-0.978, -3.527, -1.235], [-0.243, -2.510, -1.545], [-1.354, -3.800, 0.104], [-0.917, -2.975, 1.213], [-0.132, -1.986, 1.107], [0.280, -1.396, 2.331], [0.536, -2.147, 3.499], [0.740, -1.413, 4.702], [0.660, -0.082, 4.795], [0.405, 0.661, 3.614], [0.193, 2.050, 3.572], [0.062, 2.727, 2.397], [0.019, 2.012, 1.219], [0.006, 0.661, 1.220], [0.309, 0.001, 2.349], [-2.167, -4.884, 0.434], [-2.432, -6.243, -2.655], [-1.256, -4.205, -3.235], [-1.303, -3.276, 2.225], [0.629, -3.209, 3.577], [1.010, -1.862, 5.627], [0.765, 0.396, 5.811], [0.158, 2.633, 4.526], [0.104, 3.787, 2.388], [-0.001, 2.546, 0.295], [-2.480, -5.060, 1.459], [3.687, 2.591, 0.813], [3.921, 1.324, 0.542], [5.206, 1.079, 0.543], [3.330, 0.573, 1.540], [3.123, 0.872, -1.127], [1.821, 1.476, -1.073], [4.106, 1.295, -2.061], [2.714, -0.675, -1.134], [3.693, -1.953, -1.207], [5.044, -1.677, -0.927], [3.050, -3.061, -0.547], [3.724, -2.519, -2.980], [4.641, -3.435, -3.114], [2.537, -2.954, -3.359], [4.068, -1.477, -3.737], [0.867, -0.399, -3.458], [1.299, -1.188, -3.785], [-0.052, -0.289, -3.723], [-1.698, 5.440, 0.966], [-1.892, 4.227, 0.103], [-1.128, 4.193, -1.094], [-1.155, 3.065, -1.935], [-0.577, 3.277, -3.303], [-1.960, 1.952, -1.575], [-2.361, 0.381, -2.977], [-2.641, 1.968, -0.327], [-3.425, 0.746, 0.221], [-2.592, 3.073, 0.488], [-2.502, 5.633, 1.716], [-1.626, 6.333, 0.358], [-0.778, 5.401, 1.524], [-0.528, 5.063, -1.337], [-0.215, 4.295, -3.423], [-1.349, 2.973, -4.018], [0.267, 2.566, -3.467], [-2.880, -0.213, 0.021], [-4.425, 0.821, -0.145], [-3.429, 0.821, 1.334], [-3.158, 3.201, 1.442]], "lowdin_charge": [1.849, 0.706, -0.671, -0.083, 0.002, -0.357, -0.295, -0.132, -0.073, 0.023, -0.190, 0.031, -0.084, -0.043, -0.135, 0.017, -0.030, -0.114, 0.010, -0.191, -0.100, 0.103, 0.117, 0.146, 0.112, 0.101, 0.141, 0.141, 0.092, 0.077, 0.106, 0.161, -0.636, 0.178, 0.091, 0.599, -0.391, -0.231, -0.380, 0.585, -0.243, -0.280, -0.709, 0.186, 0.148, 0.138, -0.185, 0.031, -0.124, -0.056, -0.268, -0.020, -0.340, -0.082, -0.615, 0.804, -0.355, -0.091, -0.062, 0.096, 0.076, 0.053, 0.118, 0.077, 0.047, 0.080, 0.031, 0.068, 0.082, 0.138], "homo_lumo_gap_ev": [6.007, 6.626], "homo_ha": [-0.284, -0.284], "s2": 12.03, "charge": 0, "multiplicity": 7}

***

[3]
{"formula": "ClH28O18", "method": "ωB97M-V/def2-TZVPD", "species": ["Cl", "O", "O", "O", "O", "O", "H", "H", "O", "H", "H", "O", "H", "H", "O", "H", "H", "O", "H", "H", "O", "H", "H", "O", "H", "H", "O", "H", "H", "O", "H", "H", "O", "H", "H", "O", "H", "H", "O", "H", "H", "O", "H", "H", "O", "H", "H"], "xyz": [[-16.635, -7.316, -10.403], [-16.203, -8.739, -10.217], [-16.959, -6.771, -9.023], [-15.520, -6.526, -11.002], [-17.815, -7.170, -11.308], [-14.183, -7.050, -7.740], [-14.694, -7.783, -7.323], [-14.897, -6.502, -7.992], [-13.640, -8.501, -11.294], [-14.311, -8.733, -10.605], [-13.128, -7.820, -10.836], [-15.746, -4.843, -7.315], [-15.752, -4.016, -7.779], [-14.803, -5.003, -7.342], [-13.866, -5.536, -12.994], [-14.118, -4.597, -13.189], [-14.347, -5.739, -12.187], [-19.764, -4.659, -11.462], [-20.507, -4.703, -10.893], [-19.721, -5.605, -11.549], [-16.552, -4.396, -13.282], [-16.714, -4.455, -12.342], [-17.179, -5.134, -13.551], [-19.255, -9.528, -11.054], [-18.531, -8.951, -10.893], [-20.030, -9.055, -11.289], [-15.817, -7.551, -13.495], [-16.707, -7.480, -13.497], [-15.662, -7.744, -12.543], [-19.809, -6.905, -9.458], [-19.119, -7.197, -10.044], [-19.461, -6.067, -9.112], [-13.786, -4.263, -10.191], [-14.629, -4.659, -10.483], [-13.174, -4.209, -10.925], [-15.763, -9.266, -7.086], [-16.425, -9.102, -7.757], [-16.171, -9.835, -6.460], [-18.239, -8.794, -13.837], [-18.518, -8.167, -14.458], [-18.770, -8.608, -13.076], [-17.922, -6.826, -6.389], [-18.837, -6.656, -6.227], [-17.699, -6.910, -7.288], [-18.796, -4.329, -8.459], [-18.063, -4.561, -8.994], [-18.445, -4.306, -7.548]], "lowdin_charge": [0.881, -0.300, -0.357, -0.366, -0.360, -0.061, 0.018, -0.059, -0.073, 0.012, 0.039, -0.042, 0.036, 0.030, -0.078, 0.050, -0.047, -0.034, 0.013, -0.003, -0.064, 0.008, 0.068, -0.018, -0.041, 0.025, -0.033, -0.089, 0.001, -0.066, -0.058, -0.009, -0.062, 0.006, 0.023, -0.023, 0.025, 0.038, -0.006, 0.017, -0.006, -0.026, 0.025, -0.053, -0.041, -0.001, 0.059], "homo_lumo_gap_ev": 9.618, "homo_ha": -0.264, "charge": -1}

***

[4]
{"formula": "C3H10NO", "method": "ωB97M-V/def2-TZVPD", "species": ["C", "C", "C", "N", "H", "H", "H", "H", "H", "H", "H", "H", "H", "H", "O"], "xyz": [[-0.443, 2.532, 0.519], [-0.565, 1.050, 0.761], [-0.432, -0.023, -0.151], [-0.373, -1.316, 0.490], [-0.922, 2.906, -0.359], [-0.706, 3.188, 1.396], [0.615, 2.773, 0.407], [-0.841, 0.726, 1.773], [-0.114, 0.072, -1.159], [-0.870, -1.322, 1.409], [-0.924, -2.006, -0.058], [0.585, -1.679, 0.725], [2.154, -1.752, -1.604], [1.402, -2.763, -2.517], [1.432, -2.387, -1.632]], "lowdin_charge": [-0.163, -0.247, -0.287, 0.027, 0.044, 0.077, 0.049, 0.050, 0.058, 0.144, 0.141, 0.093, 0.042, 0.042, -0.070], "homo_lumo_gap_ev": [4.080, 8.382], "homo_ha": [-0.128, -0.290], "s2": 0.76, "charge": 0, "multiplicity": 2}

***

[5]
{"formula": "C16H9Cl3O7Ti", "method": "ωB97M-V/def2-TZVPD", "species": ["Ti", "Cl", "C", "C", "C", "Cl", "C", "O", "C", "Cl", "C", "H", "H", "C", "C", "O", "C", "C", "C", "C", "C", "C", "O", "H", "H", "H", "H", "H", "H", "H", "O", "C", "O", "C", "O", "O"], "xyz": [[-0.502, -0.070, 0.337], [5.447, -2.021, 4.032], [3.869, -1.682, 3.403], [3.749, -1.054, 2.175], [2.474, -0.805, 1.713], [2.180, -0.026, 0.183], [1.318, -1.148, 2.409], [0.129, -0.865, 1.897], [1.485, -1.778, 3.642], [0.085, -2.220, 4.545], [2.750, -2.045, 4.137], [4.620, -0.771, 1.602], [2.859, -2.534, 5.094], [-3.197, -2.311, -1.311], [-2.265, -1.175, -1.018], [-0.974, -1.540, -0.740], [-3.381, 0.605, 0.475], [-4.741, 0.669, 0.289], [-5.368, 1.877, 0.570], [-4.630, 2.957, 1.040], [-3.256, 2.869, 1.232], [-2.628, 1.669, 0.947], [-1.304, 1.433, 1.069], [-2.752, -2.929, -2.091], [-4.156, -1.934, -1.662], [-3.321, -2.908, -0.409], [-5.292, -0.188, -0.074], [-6.434, 1.974, 0.422], [-5.132, 3.891, 1.254], [-2.675, 3.708, 1.590], [-3.267, 0.153, -2.760], [-2.291, -0.063, -2.107], [-2.586, -0.535, 0.303], [-0.959, 0.721, -2.355], [-0.746, 1.149, -3.453], [-0.172, 0.870, -1.306]], "lowdin_charge": [1.186, 0.685, -0.665, -0.109, -0.516, 0.873, -0.414, -0.201, -0.580, 0.740, -0.116, 0.116, 0.111, 0.042, -0.519, -0.138, -0.198, 0.013, -0.072, -0.071, 0.014, -0.276, -0.129, 0.110, 0.092, 0.106, 0.125, 0.106, 0.107, 0.124, 0.187, -0.198, -0.044, -0.488, 0.156, -0.158], "homo_lumo_gap_ev": 8.148, "homo_ha": -0.332, "charge": 0}